24
Properties=species:S:1:pos:R:3:forces:R:3:lowdin_charge:R:1 method="wB97M-V/def2-TZVPD" e_tot_ev=-16464.0822 largest_force_ha_per_bohr=0.08435 lumo_ha=0.0261 orbital_gap_ev=9.2
C 0.631 -1.714 -0.111 -1.1 -0.9 -2.9 0.031
C -0.582 -1.215 -0.419 0.3 -1.1 1.4 -0.313
C 1.399 0.993 -0.092 0.9 -3.1 -0.7 -0.274
C -1.861 -1.939 -0.869 2.6 -1.2 -0.7 -0.022
C -1.473 -0.054 1.404 1.2 -0.5 3.6 -0.072
C -0.441 2.433 -0.424 -0.7 3.8 0.3 -0.065
N -0.905 0.031 0.079 0.1 4.3 -0.1 -0.098
N 0.085 1.173 0.026 -1.3 -0.7 -0.6 -0.052
N 2.473 1.557 -0.361 -1.0 -2.7 0.6 0.197
N 1.627 -0.702 0.267 0.8 1.6 -1.2 -0.369
O 1.950 -0.665 1.478 0.5 -0.7 1.6 -0.098
O 2.704 -1.105 -0.675 1.3 0.4 0.6 -0.050
H 0.959 -2.756 -0.501 -0.1 2.2 1.1 0.164
H -2.512 -1.188 -1.345 0.2 -0.7 0.1 0.088
H -2.306 -2.475 -0.010 0.0 0.4 -0.6 0.084
H -1.387 -2.706 -1.589 -1.6 0.9 0.8 0.106
H -0.781 -0.700 2.081 -0.9 0.7 -1.1 0.116
H -1.449 0.910 1.986 -0.3 -0.6 -1.2 0.099
H -2.476 -0.509 1.527 0.4 0.4 -0.8 0.088
H -1.177 2.904 0.300 0.9 -0.8 -0.3 0.091
H 0.366 3.275 -0.549 -1.0 -2.0 0.6 0.117
H -0.997 2.569 -1.373 0.4 -1.4 0.1 0.085
H 3.512 -0.614 -0.339 -1.4 -0.4 -0.3 0.111
H 2.643 2.498 -0.489 -0.1 2.2 -0.2 0.037

25
Properties=species:S:1:pos:R:3:forces:R:3:lowdin_charge:R:1 method="wB97M-V/def2-TZVPD" e_tot_ev=-27286.4149 largest_force_ha_per_bohr=0.08131 smiles="C[NH2+]N1C(=O)C(=O)N([NH+](C)C)C1=S" lumo_ha=-0.3380 charge=+2 orbital_gap_ev=9.0
C -1.092 1.631 -0.268 -1.8 0.8 0.1 -0.234
C 0.430 1.601 -0.242 1.4 0.7 -0.5 -0.278
C -0.575 -0.632 -0.435 3.1 -0.5 0.8 -0.643
C -3.428 -0.740 0.738 0.0 -3.2 -0.3 0.031
C 2.885 -0.249 -1.172 -1.8 -1.0 -2.2 0.062
C 2.634 -0.232 1.263 -3.0 -0.2 1.5 0.089
N -1.545 0.319 -0.483 -0.8 -0.3 0.8 0.021
N 0.692 0.211 -0.185 -1.7 -1.4 -0.1 0.039
N -2.981 0.165 -0.277 0.8 1.3 -3.1 0.105
N 1.938 -0.526 -0.062 -0.7 1.1 -1.0 -0.108
O -1.929 2.478 -0.141 1.3 0.3 0.1 0.227
O 1.166 2.543 -0.339 -0.7 -1.4 0.5 0.237
S -0.458 -2.244 -0.549 -0.7 0.9 -0.1 0.948
H -2.858 -0.567 1.569 1.3 0.9 2.5 0.086
H -4.485 -0.680 1.025 0.2 0.1 -0.8 0.148
H -3.053 -1.761 0.452 -1.2 0.8 0.0 0.103
H 3.295 0.602 -0.857 2.1 3.5 0.6 0.060
H 3.576 -1.024 -1.132 1.4 -1.4 0.0 0.106
H 2.537 -0.123 -2.237 -0.5 -0.4 1.5 0.160
H 2.202 0.713 1.581 0.0 0.0 0.1 0.110
H 2.346 -0.994 2.001 -0.1 0.1 -0.4 0.127
H 3.668 -0.097 1.334 1.7 -0.2 -1.2 0.104
H -3.300 -0.067 -1.234 -0.5 -0.2 0.4 0.226
H -3.275 1.167 -0.153 0.2 -0.2 0.3 0.198
H 1.606 -1.493 -0.197 -0.1 -0.4 0.6 0.077

26
Properties=species:S:1:pos:R:3:forces:R:3:mulliken_spin:R:1 method="wB97M-V/def2-TZVPD" e_tot_ev=-20559.1222 largest_force_ha_per_bohr=0.14803 s_squared=2.02 spin_multiplicity=3 lumo_ha="0.0134 / -0.1122" orbital_gap_ev="6.2 / 6.8"
C -3.403 -0.255 -0.594 -1.2 -1.1 0.5 0.007
C -0.600 -0.129 1.390 2.3 4.6 -1.0 0.019
C -2.078 0.362 1.422 0.4 -1.3 3.0 0.012
C 3.495 -1.148 -0.729 0.1 0.8 -0.7 0.003
C 2.052 -0.883 -1.024 -1.6 2.5 -2.0 0.011
C 0.097 0.040 0.036 -0.5 0.8 -0.2 0.144
N 0.486 3.708 -0.271 1.5 7.4 0.8 0.905
N -0.260 1.556 -0.632 -3.8 -3.7 -1.1 0.598
N 0.240 2.618 -0.477 1.5 -4.7 0.8 0.268
N -2.930 -0.542 0.684 -0.4 0.0 -1.0 -0.004
O -4.282 -0.901 -1.143 1.1 0.5 0.5 0.003
O -2.870 0.823 -1.119 1.4 1.1 -0.4 0.006
O 4.208 0.005 -0.280 -1.3 -0.1 3.3 0.000
O 1.395 -0.190 0.070 2.9 -0.6 1.1 0.038
H 0.178 0.622 1.866 -1.9 -1.5 0.7 -0.002
H -0.402 -1.131 1.666 -0.1 -1.0 0.7 0.004
H -2.404 0.298 2.551 0.5 0.3 -2.1 -0.001
H -2.211 1.423 1.123 0.1 -0.9 0.1 -0.002
H 3.979 -1.531 -1.683 -0.5 0.3 1.3 0.000
H 3.394 -1.903 0.026 0.9 -0.7 0.6 0.000
H 1.561 -1.831 -1.129 -0.4 -0.6 -0.4 -0.002
H 1.873 -0.228 -1.973 0.4 -1.2 1.4 0.000
H -0.364 -0.510 -0.711 -1.1 -1.1 -1.8 -0.042
H -1.953 1.067 -0.742 -1.4 -0.1 -1.1 0.032
H -3.081 -1.511 0.952 0.0 0.6 0.3 0.000
H 3.884 0.170 0.723 1.1 -0.4 -3.6 0.001

23
Properties=species:S:1:pos:R:3:forces:R:3:lowdin_charge:R:1 method="wB97M-V/def2-TZVPD" e_tot_ev=-13855.3872 largest_force_ha_per_bohr=0.10208 lumo_ha="-0.1322 / -0.1323" charge=+1 orbital_gap_ev="6.9 / 6.9"
C 0.697 -2.550 1.646 3.6 -2.1 0.6 -0.166
C 0.527 -0.546 2.121 -1.4 1.9 0.0 -0.135
C 0.335 2.292 -1.613 1.4 0.4 -0.2 -0.042
C 0.669 0.792 -0.961 1.6 1.6 1.1 -0.345
C -0.738 0.528 -1.190 -3.0 -0.8 0.7 -0.048
C -1.699 -0.138 1.110 -2.3 3.4 -0.1 -0.081
N 1.347 -1.553 2.172 0.5 -0.9 0.4 0.098
N -0.501 -2.210 1.239 -0.4 2.0 0.2 0.166
N -0.676 -0.856 1.515 4.0 -3.2 1.0 -0.138
N 1.587 -0.140 -1.493 -0.2 -0.3 -0.8 0.072
N -1.002 1.704 -1.699 0.3 0.8 -1.2 0.075
H 1.300 -3.486 1.634 -1.6 0.3 -0.6 0.159
H 0.817 0.354 2.656 -0.9 0.3 -0.6 0.146
H 0.362 3.226 -1.006 -0.2 -1.0 0.4 0.117
H 0.932 2.682 -2.522 -1.4 -1.5 0.7 0.146
H 0.931 0.978 0.119 -0.4 -0.4 -0.8 0.144
H -1.459 -0.325 -1.070 1.4 1.0 -0.9 0.124
H -2.547 -0.585 0.588 0.3 -0.2 0.7 0.075
H -1.875 0.632 1.897 -0.4 -0.4 -1.1 0.100
H 2.490 0.225 -1.259 0.8 -0.5 -0.4 0.087
H 1.477 -0.411 -2.501 0.3 0.7 1.4 0.124
H -1.187 -2.733 0.780 -1.2 -0.7 -0.6 0.160
H -1.787 2.117 -2.163 -0.7 -0.2 0.2 0.162

23
Properties=species:S:1:pos:R:3:forces:R:3:lowdin_charge:R:1 method="wB97M-V/def2-TZVPD" e_tot_ev=-13856.0678 largest_force_ha_per_bohr=0.03688 lumo_ha="-0.1687 / -0.2137" charge=+1 orbital_gap_ev="8.4 / 6.9"
C 2.113 -1.668 0.019 0.0 0.5 0.1 -0.071
C 2.168 0.750 -0.082 0.0 -0.7 0.2 -0.352
C -4.017 0.385 -0.813 0.2 -0.1 0.0 0.033
C -3.008 -0.302 -0.304 0.1 0.0 -0.2 -0.179
C 2.650 -0.447 0.697 -0.1 0.2 0.0 -0.053
C -1.993 0.304 0.626 -1.0 0.7 -0.1 -0.323
N 1.030 -1.654 -0.643 -0.1 -1.3 -0.4 0.087
N 1.058 0.701 -0.766 -0.2 0.9 -0.5 0.116
N 2.889 1.861 -0.097 -0.1 0.0 0.0 0.211
N -0.854 -0.418 0.965 1.7 -0.6 -0.4 0.136
N 0.396 -0.461 -0.774 -0.5 0.6 1.2 -0.057
H 2.643 -2.605 0.069 0.0 -0.2 0.1 0.131
H -4.727 -0.059 -1.487 -0.2 -0.2 -0.1 0.066
H -4.170 1.425 -0.571 0.0 0.2 0.0 0.072
H -2.877 -1.355 -0.527 -0.1 -0.1 -0.1 0.101
H 2.221 -0.396 1.707 0.0 0.0 -0.1 0.147
H 3.736 -0.475 0.797 -0.1 0.0 0.0 0.130
H -2.492 0.425 1.609 0.1 0.1 0.1 0.161
H -1.711 1.324 0.331 0.0 -0.1 0.1 0.128
H 3.774 1.919 0.375 0.0 0.0 0.0 0.130
H 2.570 2.647 -0.643 0.0 0.1 0.0 0.135
H -1.030 -1.425 0.959 -0.2 -0.1 -0.1 0.081
H -0.370 -0.477 -1.448 0.3 -0.1 0.1 0.168

20
Properties=species:S:1:pos:R:3:forces:R:3:mulliken_spin:R:1 method="wB97M-V/def2-TZVPD" e_tot_ev=-9947.2639 largest_force_ha_per_bohr=0.05325 s_squared=0.75 spin_multiplicity=2 lumo_ha="0.2608 / 0.2522" charge=-2 orbital_gap_ev="3.9 / 6.7"
C -1.064 2.741 -0.315 -0.2 0.1 -0.2 0.025
O -1.515 3.744 -1.100 0.0 0.1 -0.1 0.000
C 0.110 1.938 -0.940 -0.7 0.2 0.1 0.009
C 0.707 0.862 -0.051 0.4 -1.0 -0.5 0.269
C -0.101 -0.456 0.026 0.0 0.8 0.6 1.490
N 0.493 -3.737 -0.176 -1.1 1.5 1.4 0.068
C 0.278 -2.775 1.011 1.3 0.3 1.1 0.078
C 0.295 -1.403 1.134 0.1 -1.4 -0.6 1.085
H -1.877 2.011 -0.051 0.2 0.0 0.1 -0.013
H -0.646 3.103 0.670 -0.1 -0.1 0.1 -0.004
H -0.242 1.555 -1.912 0.1 -0.1 0.2 -0.019
H 0.829 2.717 -1.163 0.5 0.1 -0.2 0.015
H 1.673 0.524 -0.454 0.1 0.3 0.2 -0.326
H 0.914 1.246 0.948 -0.1 0.1 0.2 -0.002
H -1.181 -0.186 0.066 0.3 -0.2 0.3 -0.241
H 0.035 -0.962 -0.917 0.0 -0.2 -0.4 0.536
H 1.143 -3.254 -0.822 -0.7 0.4 -0.1 -0.583
H -0.527 -3.249 -0.028 0.0 -1.3 -2.4 -0.777
H 0.266 -3.368 1.910 0.3 0.2 0.4 -0.286
H 0.410 -1.051 2.166 -0.4 0.3 -0.3 -0.322

20
Properties=species:S:1:pos:R:3:forces:R:3:lowdin_charge:R:1 method="wB97M-V/def2-TZVPD" e_tot_ev=-9943.9076 largest_force_ha_per_bohr=0.12596 smiles="C=C(OC)C1([NH3+])CC1" lumo_ha=-0.1207 charge=+1 orbital_gap_ev=9.8
C 1.158 -0.395 -1.481 -2.9 0.5 -2.5 0.101
C 0.126 0.056 -0.759 3.7 -1.3 5.1 -0.238
C 1.544 0.270 1.772 -0.6 0.3 -0.3 -0.041
C 0.967 -1.076 1.731 1.3 -2.6 -0.8 -0.089
C 0.288 -0.009 0.959 0.4 -0.2 -3.0 -0.297
C -1.522 0.584 -2.357 -2.1 0.6 -0.4 -0.012
N -1.055 0.264 1.420 -2.8 -0.3 -1.5 0.206
O -1.151 0.381 -0.996 0.8 -1.0 -1.2 -0.133
H 0.757 -0.593 -2.492 0.8 0.2 0.0 0.069
H 2.229 -0.542 -1.457 -0.2 0.0 1.2 0.088
H 1.639 0.896 2.632 -0.6 0.2 0.6 0.115
H 2.426 0.317 1.206 0.9 0.5 -1.1 0.100
H 1.577 -1.931 1.228 -1.3 1.7 0.8 0.166
H 0.426 -1.369 2.605 -0.3 -0.5 0.4 0.106
H -1.156 -0.060 -3.139 0.6 -0.8 0.4 0.092
H -1.245 1.585 -2.625 0.0 0.6 -0.2 0.105
H -2.622 0.454 -2.353 0.6 0.4 -0.1 0.119
H -1.436 0.714 0.542 -0.3 -0.3 0.4 0.139
H -1.184 1.018 2.051 0.0 0.4 1.7 0.161
H -1.765 -0.564 1.514 2.0 1.7 0.5 0.242

20
Properties=species:S:1:pos:R:3:forces:R:3:mulliken_spin:R:1 method="wB97M-V/def2-TZVPD" e_tot_ev=-9937.4960 largest_force_ha_per_bohr=0.10218 s_squared=2.01 spin_multiplicity=3 lumo_ha="-0.1189 / -0.2557" charge=+1 orbital_gap_ev="6.0 / 7.3"
C -2.216 0.599 -0.644 1.9 -1.4 -2.0 -0.006
C -1.655 0.039 0.558 -4.0 3.4 0.4 0.851
C 0.135 -0.957 0.333 3.8 1.0 -0.8 0.564
C 1.278 -0.220 -0.172 -0.2 1.3 2.7 0.122
C 2.606 -0.758 0.140 -0.8 -1.7 -3.0 -0.003
C 1.232 1.324 -0.194 -1.2 -2.2 -2.4 0.011
N -2.738 -0.683 -0.110 1.9 -0.7 0.7 0.000
O 0.406 -1.069 -0.956 -0.1 -0.4 -2.6 0.288
H -2.970 1.337 -0.530 -0.2 1.1 -0.6 0.026
H -1.569 0.375 -1.601 -1.8 1.0 1.6 0.020
H -1.825 0.495 1.514 0.2 -0.3 0.6 0.011
H -0.004 -1.704 0.988 -0.5 -3.1 2.1 0.065
H 3.272 -0.969 -0.657 0.6 0.8 -1.6 0.013
H 2.648 -1.711 0.520 -0.8 -2.4 1.5 -0.001
H 3.086 -0.175 0.778 2.1 2.8 2.9 0.001
H 1.728 1.741 0.625 -0.1 0.4 2.0 0.000
H 0.175 1.628 -0.392 1.3 0.5 0.2 -0.008
H 1.965 1.564 -0.939 -0.2 0.7 -1.3 0.003
H -3.528 -0.688 0.484 -1.4 -0.5 0.1 0.009
H -2.349 -1.563 -0.465 -0.7 -0.2 -0.3 0.034

21
Properties=species:S:1:pos:R:3:forces:R:3:lowdin_charge:R:1 method="wB97M-V/def2-TZVPD" e_tot_ev=-11989.7683 largest_force_ha_per_bohr=0.09043 lumo_ha="-0.1709 / -0.1842" charge=+1 orbital_gap_ev="5.6 / 5.0"
C -1.694 -0.760 1.094 0.5 0.5 0.1 -0.093
C -1.187 0.443 0.182 2.7 -1.5 0.0 -0.307
C -0.520 -0.349 -0.889 0.1 -1.1 1.7 -0.124
C -1.438 -1.929 0.270 -0.2 -2.3 -1.1 -0.109
C 2.869 -0.093 -0.354 -0.9 0.1 0.1 -0.103
C -1.986 1.581 -0.462 -0.7 -1.0 1.9 -0.032
N 2.775 1.168 0.129 0.6 -3.9 -0.6 0.212
O -0.714 -1.670 -0.812 0.0 1.6 0.2 0.009
O 2.981 -1.189 0.421 0.0 4.6 0.1 0.157
H -1.160 -0.922 2.069 -0.2 0.8 -0.7 0.138
H -2.685 -0.555 1.347 -2.0 -0.3 0.5 0.099
H -0.373 0.750 0.871 -0.3 1.2 -0.6 0.125
H -0.005 -0.089 -1.713 1.4 1.3 -2.7 0.074
H -1.751 -2.944 0.129 -0.8 -0.3 1.1 0.125
H 2.856 -0.047 -1.464 0.4 -1.1 0.7 0.168
H -2.455 2.011 0.406 -1.0 0.6 0.1 0.075
H -2.730 1.189 -1.174 0.4 0.4 0.2 0.104
H -1.349 2.371 -0.816 0.3 0.0 -0.7 0.078
H 3.252 1.831 -0.461 -0.5 0.7 0.3 0.143
H 2.567 1.252 1.101 0.4 0.7 0.8 0.132
H 2.748 -2.049 0.127 -0.5 -1.2 -1.4 0.130

23
Properties=species:S:1:pos:R:3:forces:R:3:lowdin_charge:R:1 method="wB97M-V/def2-TZVPD" e_tot_ev=-16086.9994 largest_force_ha_per_bohr=0.09180 lumo_ha=-0.1264 charge=+1 orbital_gap_ev=10.8
N 1.329 0.011 0.836 -1.7 0.4 0.2 0.188
C 1.321 -1.244 0.017 3.1 -1.0 -2.8 -0.068
C 2.725 -1.245 -0.909 1.6 -2.0 2.4 -0.191
C 3.871 -2.297 -0.375 -0.3 4.6 -0.9 0.029
O 3.932 -0.721 -0.231 -2.3 -1.1 -2.5 -0.174
H 2.098 0.665 0.632 0.2 -0.6 0.0 0.169
H 1.307 -0.198 1.843 0.2 0.1 -0.3 0.182
H 0.438 0.518 0.636 0.4 -0.3 0.2 0.151
H 1.466 -2.189 0.599 -0.8 1.3 -0.1 0.137
H 0.479 -1.275 -0.726 0.6 0.1 1.3 0.138
H 2.618 -1.114 -2.063 0.4 -0.1 2.3 0.164
H 4.089 -2.370 0.721 -0.9 -1.7 -1.2 0.127
H 4.561 -2.642 -1.200 -0.7 0.2 1.4 0.115
C -2.453 1.894 -0.612 0.2 0.6 -0.6 -0.121
C -3.756 2.050 0.117 -0.5 0.6 0.0 -0.112
O -4.020 0.729 0.585 0.8 -0.2 -0.1 0.087
C -2.835 0.080 0.660 -0.7 -0.8 0.5 -0.559
O -2.675 -0.985 1.169 0.3 0.4 -0.2 0.168
O -1.836 0.804 0.076 0.2 0.0 0.2 0.009
H -1.834 2.790 -0.558 0.1 -0.2 0.1 0.137
H -2.588 1.619 -1.661 0.0 0.0 0.1 0.140
H -3.679 2.720 0.977 0.0 -0.1 0.0 0.141
H -4.558 2.400 -0.533 0.0 -0.2 0.1 0.144

24
Properties=species:S:1:pos:R:3:forces:R:3:mulliken_spin:R:1 method="wB97M-V/def2-TZVPD" e_tot_ev=-18133.4592 largest_force_ha_per_bohr=0.09197 s_squared=3.76 spin_multiplicity=4 lumo_ha="0.0268 / -0.0455" orbital_gap_ev="7.6 / 9.4"
O 0.967 1.328 3.036 1.9 -1.2 -4.2 0.933
O 1.171 1.223 1.814 -0.2 0.0 3.2 1.022
C -1.140 4.532 -0.723 -0.2 0.0 0.1 0.000
C -1.067 4.405 0.785 0.0 0.2 -0.4 0.003
C -1.272 3.047 1.437 -0.6 -0.9 -0.1 0.009
C -0.969 3.365 2.883 0.7 2.3 -1.9 -0.021
C -0.891 2.482 4.033 -2.2 -0.3 3.4 0.038
C -1.289 1.041 3.898 -0.5 -1.2 -0.4 -0.002
O 0.377 3.903 2.752 -0.4 0.0 -0.4 0.045
N 1.027 3.640 3.885 -0.6 0.0 1.3 0.535
O 2.137 4.030 4.123 2.0 0.5 0.5 0.385
O 0.289 2.834 4.738 0.6 -0.5 0.1 0.031
H -0.832 5.555 -0.968 -0.1 -0.2 -0.2 0.000
H -0.443 3.831 -1.193 -0.2 0.1 -0.1 0.000
H -2.156 4.377 -1.102 0.2 -0.1 -0.1 0.000
H -0.066 4.693 1.090 -0.1 0.4 -0.4 0.005
H -1.747 5.108 1.278 0.0 0.1 -0.2 0.000
H -2.289 2.638 1.321 0.2 0.3 0.0 0.000
H -0.566 2.293 1.044 -0.4 0.4 0.1 0.000
H -1.602 4.204 3.177 -0.1 0.2 -0.2 0.000
H -1.617 2.900 4.743 -0.3 -0.3 -0.2 0.008
H -2.317 0.916 4.269 0.3 0.1 -0.1 0.003
H -1.307 0.735 2.841 0.1 -0.1 0.4 0.001
H -0.655 0.353 4.465 -0.1 0.2 -0.1 0.004

Repeat the fifth record exactly.
23
Properties=species:S:1:pos:R:3:forces:R:3:lowdin_charge:R:1 method="wB97M-V/def2-TZVPD" e_tot_ev=-13856.0678 largest_force_ha_per_bohr=0.03688 lumo_ha="-0.1687 / -0.2137" charge=+1 orbital_gap_ev="8.4 / 6.9"
C 2.113 -1.668 0.019 0.0 0.5 0.1 -0.071
C 2.168 0.750 -0.082 0.0 -0.7 0.2 -0.352
C -4.017 0.385 -0.813 0.2 -0.1 0.0 0.033
C -3.008 -0.302 -0.304 0.1 0.0 -0.2 -0.179
C 2.650 -0.447 0.697 -0.1 0.2 0.0 -0.053
C -1.993 0.304 0.626 -1.0 0.7 -0.1 -0.323
N 1.030 -1.654 -0.643 -0.1 -1.3 -0.4 0.087
N 1.058 0.701 -0.766 -0.2 0.9 -0.5 0.116
N 2.889 1.861 -0.097 -0.1 0.0 0.0 0.211
N -0.854 -0.418 0.965 1.7 -0.6 -0.4 0.136
N 0.396 -0.461 -0.774 -0.5 0.6 1.2 -0.057
H 2.643 -2.605 0.069 0.0 -0.2 0.1 0.131
H -4.727 -0.059 -1.487 -0.2 -0.2 -0.1 0.066
H -4.170 1.425 -0.571 0.0 0.2 0.0 0.072
H -2.877 -1.355 -0.527 -0.1 -0.1 -0.1 0.101
H 2.221 -0.396 1.707 0.0 0.0 -0.1 0.147
H 3.736 -0.475 0.797 -0.1 0.0 0.0 0.130
H -2.492 0.425 1.609 0.1 0.1 0.1 0.161
H -1.711 1.324 0.331 0.0 -0.1 0.1 0.128
H 3.774 1.919 0.375 0.0 0.0 0.0 0.130
H 2.570 2.647 -0.643 0.0 0.1 0.0 0.135
H -1.030 -1.425 0.959 -0.2 -0.1 -0.1 0.081
H -0.370 -0.477 -1.448 0.3 -0.1 0.1 0.168